The ion HN2O3S with charge -1 in a non-equilibrium geometry. Source: the Open Molecules 2025 dataset; level of theory: the ωB97M-V functional and the def2-TZVPD basis.

The geometry in XYZ format:
```
7
Properties=species:S:1:pos:R:3:forces:R:3:nbo_charge:R:1
S 1.017 1.500 0.514 -0.485 -0.076 1.440 1.70
O 1.234 1.043 1.877 1.052 -0.617 -0.308 -0.96
O 0.069 -0.133 -0.317 -1.243 -0.966 -0.110 -0.71
O -0.174 2.320 0.540 -0.237 0.469 -1.235 -0.95
N 0.206 -1.310 -0.953 1.602 0.846 -0.403 0.12
N -0.827 -1.972 -1.109 -0.046 0.348 0.863 -0.48
H -1.525 -1.448 -0.553 -0.642 -0.005 -0.246 0.28
```
Forces are in eV/Å.

Calculated values
Energy above the lowest of the compared OMol25 structures with the same formula, charge and spin ... 305.30 kJ/mol
Total energy ... -19973.15357 eV
Frontier orbital gap ... 8.8 eV
M ... 109.1 g mol⁻¹
Lowest unoccupied orbital energy ... 3.87 eV
E_HOMO ... -4.94 eV
Total charge ... -1